Entry 1:
Formula: C7H7N
Source: OMol25
Level of theory: ωB97M-V/def2-TZVPD

calculated total energy: -325.56287 a.u.
energy relative to the best compared isomer or geometry (same formula, charge and spin): 2.608 eV
structure (SMILES): C1=Cc2c[nH]cc2C1
HOMO level: -7.62 eV
maximum force: 0.0902 Eh/bohr
gap between HOMO and LUMO: 8.558 eV

Each line ends with the Mulliken charge.
CARTESIAN COORDINATES (ANGSTROEM)
C -0.828 1.472 -0.438  -0.303
C -0.898 0.583 -1.746  -0.410
C -0.697 -0.755 -1.327  -0.486
C -0.032 -0.755 -0.051  0.339
C 0.923 -1.569 0.546  -0.412
C 0.900 0.530 1.471  -0.735
C 0.075 0.683 0.412  0.079
H -1.933 1.511 0.011  0.182
H -0.482 2.591 -0.784  0.254
H -1.352 0.625 -2.788  0.277
H -1.057 -1.462 -2.035  0.370
H 0.930 -2.795 0.341  0.246
H 1.745 -1.121 2.610  0.286
H 1.346 1.234 2.140  0.409
N 1.361 -0.773 1.638  -0.097

=====

Entry 2:
Formula: C7H7N
Source: OMol25
Level of theory: ωB97M-V/def2-TZVPD

calculated total energy: -325.42991 a.u.
energy relative to the best compared isomer or geometry (same formula, charge and spin): 6.225 eV
HOMO level: -8.79 eV
maximum force: 0.1359 Eh/bohr
gap between HOMO and LUMO: 9.144 eV

Each line ends with the Mulliken charge.
CARTESIAN COORDINATES (ANGSTROEM)
C -3.043 -0.304 -0.048  -0.419
C -1.902 0.321 0.063  -0.787
C -0.487 0.403 -0.163  0.335
C 0.392 1.332 -0.365  0.074
C 1.545 0.572 -0.075  -0.265
C 1.255 -0.911 -0.936  -0.497
C 0.307 -0.921 0.174  -0.105
H -4.138 -0.598 0.242  0.308
H 0.185 2.408 -0.046  0.291
H 2.536 1.190 0.096  0.341
H 1.049 -0.731 -2.036  0.278
H 2.230 -1.551 -1.002  0.249
H -0.257 -1.754 0.634  0.532
H 1.934 -0.704 1.533  0.255
N 1.151 -0.173 1.240  -0.591

=====

Entry 3:
Formula: C7H7N
Source: OMol25
Level of theory: ωB97M-V/def2-TZVPD

calculated total energy: -325.52746 a.u.
energy relative to the best compared isomer or geometry (same formula, charge and spin): 3.571 eV
HOMO level: -8.48 eV
maximum force: 0.0214 Eh/bohr
gap between HOMO and LUMO: 8.891 eV

Each line ends with the Mulliken charge.
CARTESIAN COORDINATES (ANGSTROEM)
C -1.110 -0.082 -1.389  -0.231
C -0.663 1.288 -1.551  0.036
C 0.277 1.706 0.554  -0.149
C -0.815 -0.935 -0.439  0.278
C 0.884 0.593 0.904  0.085
C -0.680 -1.979 0.316  -0.970
C 1.736 -0.284 1.331  -0.684
N -0.148 2.069 -0.692  -0.530
H -1.818 -0.408 -2.144  0.337
H -0.869 1.734 -2.519  0.366
H 0.150 2.486 1.299  0.333
H -1.213 -2.081 1.248  0.295
H 0.046 -2.745 0.099  0.310
H 1.420 -1.200 1.802  0.280
H 2.802 -0.162 1.181  0.244

=====

Entry 4:
Formula: C7H7N2O
Source: OMol25
Level of theory: ωB97M-V/def2-TZVPD

calculated total energy: -455.32236 a.u.
energy relative to the best compared isomer or geometry (same formula, charge and spin): 2.721 eV
total charge: +1
structure (SMILES): [NH2+]=C1N[C@]12C=CC=CC2=O
HOMO level: -13.32 eV
maximum force: 0.0943 Eh/bohr
gap between HOMO and LUMO: 8.653 eV

Each line ends with the Mulliken charge.
CARTESIAN COORDINATES (ANGSTROEM)
C -2.209 -0.205 0.314  -0.222
C -1.524 -1.358 0.221  -0.736
C -1.741 1.107 -0.092  -0.433
C -0.567 1.248 -0.776  -0.658
C -0.177 -1.352 -0.107  0.600
C 1.681 0.154 -0.007  0.218
C 0.379 0.046 -0.669  0.666
N 1.661 -0.143 -1.291  -0.304
N 2.386 0.494 0.966  -0.335
O 0.670 -2.162 0.197  -0.548
H -3.217 -0.208 0.715  0.362
H -2.002 -2.212 0.395  0.549
H -2.346 1.925 0.232  0.426
H -0.270 2.195 -1.088  0.475
H 2.011 -0.846 -1.910  0.305
H 1.793 0.883 1.740  0.310
H 3.471 0.435 1.159  0.326

=====

Entry 5:
Formula: C7H7N6
Source: OMol25
Level of theory: ωB97M-V/def2-TZVPD

calculated total energy: -599.02236 a.u.
energy relative to the best compared isomer or geometry (same formula, charge and spin): 0.964 eV
multiplicity: 3
total charge: +1
HOMO level (spin up / spin down): -13.00 / -14.33 eV
maximum force: 0.0764 Eh/bohr
gap between HOMO and LUMO (spin up / spin down): 8.418 / 6.874 eV

Each line ends with the Mulliken spin population.
CARTESIAN COORDINATES (ANGSTROEM)
C 2.188 -2.169 0.201  0.282
C 2.770 -0.878 0.404  0.060
C -3.383 -1.061 -0.192  0.038
C -2.264 -1.847 -0.322  0.016
C 0.196 -1.126 -0.115  0.230
C 0.802 0.205 -0.106  -0.024
C -0.029 2.502 -0.092  0.031
N 0.882 -2.229 -0.065  -0.072
N 2.121 0.237 0.213  0.110
N -2.959 0.211 0.014  0.061
N -1.708 0.194 0.081  0.219
N -1.163 -1.064 -0.115  0.007
N 0.022 1.181 -0.462  0.937
H 2.615 -3.064 -0.179  0.003
H 3.938 -0.846 0.342  0.002
H -4.433 -1.288 -0.273  0.002
H -2.209 -2.891 -0.434  -0.001
H 0.455 2.983 -0.905  0.030
H -1.110 2.678 -0.110  0.034
H 0.471 2.488 0.942  0.032

=====

Entry 6:
Formula: C7H7NO
Source: OMol25
Level of theory: ωB97M-V/def2-TZVPD

calculated total energy: -400.82318 a.u.
energy relative to the best compared isomer or geometry (same formula, charge and spin): 2.384 eV
structure (SMILES): C=C(C=O)C(=C)CC#N
HOMO level: -9.62 eV
maximum force: 0.0736 Eh/bohr
gap between HOMO and LUMO: 9.401 eV

Each line ends with the Mulliken charge.
CARTESIAN COORDINATES (ANGSTROEM)
C -0.601 2.288 -0.624  -0.897
C -0.154 1.227 -0.010  0.429
C 1.359 1.056 0.493  -0.538
C 2.056 -0.192 0.116  0.280
C -1.052 0.024 0.101  0.323
C -2.385 -0.002 0.532  -0.755
C -0.418 -1.321 -0.311  -0.166
H -0.038 3.302 -0.601  0.210
H -1.531 2.331 -1.176  0.344
H 1.445 0.981 1.603  0.285
H 1.905 1.891 0.119  0.369
H -2.989 0.915 0.942  0.257
H -3.007 -0.887 0.458  0.317
H 0.611 -1.315 -0.702  0.419
N 2.766 -1.046 -0.096  -0.412
O -1.074 -2.298 -0.219  -0.464

=====

Entry 7:
Formula: C7H7NO3
Source: OMol25
Level of theory: ωB97M-V/def2-TZVPD

calculated total energy: -551.25419 a.u.
energy relative to the best compared isomer or geometry (same formula, charge and spin): 5.206 eV
HOMO level (spin up / spin down): -6.79 / -7.75 eV
maximum force: 0.0454 Eh/bohr
gap between HOMO and LUMO (spin up / spin down): 5.756 / 7.145 eV

Each line ends with the Mulliken charge.
CARTESIAN COORDINATES (ANGSTROEM)
C 2.445 -0.077 -0.587  0.531
C 2.771 1.207 -0.257  0.525
C -0.126 0.477 0.556  0.286
C 1.740 2.134 0.203  -0.017
C -2.413 0.055 -0.103  -1.385
C -0.698 -1.815 -0.011  -1.497
C -1.173 -0.498 0.617  0.694
N 0.530 1.424 0.331  -0.058
O 2.470 -1.126 -1.097  -0.347
O 4.008 1.431 -0.370  -0.664
O 1.785 3.325 0.386  -0.587
H -3.213 -0.681 -0.062  0.384
H -2.186 0.263 -1.145  0.350
H -2.757 0.972 0.368  0.395
H -0.553 -1.692 -1.082  0.349
H -1.450 -2.583 0.149  0.413
H 0.238 -2.147 0.430  0.396
H -1.418 -0.670 1.674  0.231

=====

Entry 8:
Formula: C7H7NO6S
Source: OMol25
Level of theory: ωB97M-V/def2-TZVPD

calculated total energy: -1175.08675 a.u.
energy relative to the best compared isomer or geometry (same formula, charge and spin): 6.819 eV
total charge: -2
HOMO level: -0.46 eV
maximum force: 0.0983 Eh/bohr
gap between HOMO and LUMO: 6.016 eV

Each line ends with the Mulliken charge.
CARTESIAN COORDINATES (ANGSTROEM)
C -1.784 -0.189 1.302  0.402
C 1.979 -1.314 -2.109  -0.044
C -1.521 -0.939 2.451  0.388
C 0.604 1.617 0.802  -0.920
C -0.235 0.488 0.656  0.365
C 0.096 -0.555 -0.379  -0.480
C 1.528 -0.439 -0.885  -0.123
N 1.848 0.609 -1.811  -0.109
O -1.305 -1.007 3.632  -0.666
O 2.714 1.665 -1.325  -0.846
O 1.392 -1.842 -3.056  -0.659
O -1.671 -1.635 1.369  -0.468
O -4.262 0.449 2.156  -0.626
O -3.378 1.664 0.217  -0.584
S -3.660 0.370 0.805  0.482
H 3.151 -1.316 -2.029  0.231
H 0.477 2.321 1.681  0.252
H 1.503 1.779 0.049  0.363
H -0.128 -1.539 0.016  0.441
H -0.724 -0.610 -1.155  0.228
H 2.377 -0.547 -0.091  0.148
H 0.998 0.968 -2.296  0.227

=====

Entry 9:
Formula: C7H7NOS
Source: OMol25
Level of theory: ωB97M-V/def2-TZVPD

calculated total energy: -798.94792 a.u.
energy relative to the best compared isomer or geometry (same formula, charge and spin): 3.802 eV
HOMO level: -8.02 eV
maximum force: 0.0884 Eh/bohr
gap between HOMO and LUMO: 7.177 eV

Each line ends with the Mulliken charge.
CARTESIAN COORDINATES (ANGSTROEM)
C 2.404 0.270 0.489  -0.348
C 1.515 1.291 0.264  -0.587
C 1.941 -1.083 0.353  -0.352
C 0.305 1.027 -0.371  -0.342
C 0.661 -1.339 -0.025  -0.441
C -0.168 -0.261 -0.382  0.553
C -2.628 0.976 -0.434  -0.043
N -1.393 -0.429 -0.939  -0.196
O -1.972 -1.603 -0.528  -0.383
S -3.571 0.671 0.805  -0.211
H 3.456 0.541 0.781  0.303
H 1.901 2.273 0.541  0.324
H 2.647 -1.895 0.665  0.292
H -0.461 1.719 -0.624  0.317
H 0.303 -2.314 0.121  0.442
H -2.659 1.848 -1.165  0.372
H -2.279 -1.692 0.451  0.301

=====

Entry 10:
Formula: C7H7NP
Source: OMol25
Level of theory: ωB97M-V/def2-TZVPD

calculated total energy: -666.46924 a.u.
multiplicity: 3
total charge: +1
HOMO level (spin up / spin down): -11.31 / -14.26 eV
maximum force: 0.0936 Eh/bohr
gap between HOMO and LUMO (spin up / spin down): 6.526 / 6.333 eV

Each line ends with the Mulliken spin population.
CARTESIAN COORDINATES (ANGSTROEM)
C 1.112 -0.008 0.150  0.490
C 0.999 1.239 0.287  0.027
C -0.933 -0.318 -0.597  -0.076
C -1.158 1.022 -0.617  0.181
C 0.243 -1.024 -0.083  0.291
C 1.323 -3.089 0.748  0.494
C 0.351 -2.419 0.070  0.162
N 0.066 2.060 -0.020  0.354
P -0.283 3.771 0.550  0.018
H -1.803 -0.941 -0.709  0.001
H -2.004 1.671 -0.862  0.003
H 1.457 -4.201 0.852  0.005
H 2.125 -2.444 1.314  0.016
H -0.241 -3.162 -0.456  0.010
H -1.536 3.550 0.009  0.000
H 0.283 4.291 -0.635  0.024